[1]
A cluster of 2 separate species, C19H27FIN2O2S2 in total. Source: the Open Molecules 2025 dataset; level of theory: wB97M-V/def2-TZVPD.

Values from the calculation:
Total energy   -59691.342 eV
Charge   +1
F_max   9.3 eV/Å
Orbital gap   6.6 eV

```
54
Properties=species:S:1:pos:R:3:lowdin_charge:R:1
I -2.5730 1.6327 0.6114 0.814
S 2.5369 -1.1366 -0.0205 0.808
S 0.9395 3.9318 -2.5293 0.784
F -2.1970 -3.6198 0.9590 0.024
O 2.1976 3.9679 -3.3773 -0.315
O -0.1757 4.3624 -3.4606 -0.309
N 0.6394 2.2805 -1.9719 -0.144
N -0.6017 1.8602 -2.2566 0.099
C 1.5486 1.4314 -1.2973 -0.058
C -3.3090 0.1290 -0.8290 -0.689
C -0.1107 -0.5417 -1.1645 -0.075
C 1.3437 -0.0259 -0.8405 -0.385
C -1.2922 -3.7465 3.1359 -0.027
C -4.8690 0.4585 -1.1020 -0.166
C 3.7644 3.4545 1.2245 -0.100
C -1.0961 -4.4680 4.3088 -0.077
C 3.2671 2.0343 0.6818 -0.225
C -2.0028 -4.3215 2.0947 -0.283
C 3.0110 2.0141 -0.9353 -0.285
C -2.3117 -6.3279 3.3671 -0.070
C -2.4594 0.1699 -2.1920 -0.177
C -1.6038 -5.7594 4.4219 -0.084
C -0.9274 0.5789 -1.8615 -0.229
C 4.1894 1.2063 -1.7239 -0.062
C -2.5175 -5.6030 2.1983 -0.013
C 0.9586 5.1691 -1.1565 -0.105
C -0.6238 -1.9967 -0.8054 -0.049
H 0.2415 -2.7432 -0.8207 0.095
H 0.8188 6.1935 -1.6653 0.112
H 3.8158 0.1934 -2.1166 0.069
H 1.9499 5.2233 -0.6061 0.059
H 2.3941 1.5898 1.2624 0.100
H 0.0513 4.9991 -0.4939 0.092
H 4.1460 1.3049 0.8383 0.097
H 4.9121 3.5122 1.2149 0.095
H -5.3987 -0.5418 -1.3171 0.095
H -0.8974 -2.7427 3.0264 0.108
H -2.7030 -7.3353 3.4553 0.111
H -3.0738 -6.0265 1.3704 0.119
H -5.3081 0.8864 -0.1438 0.053
H 5.1368 1.1309 -1.1037 0.094
H 3.4832 3.4891 2.3432 0.090
H -1.4597 -2.2895 -1.5386 0.100
H -3.2182 -0.8858 -0.3247 0.072
H -4.9931 1.1907 -1.9725 0.090
H -1.4468 -6.3232 5.3354 0.107
H -2.4576 -0.8334 -2.7464 0.124
H 2.0239 -1.3632 1.2668 -0.058
H 3.1673 3.0938 -1.2450 0.096
H -0.5482 -4.0251 5.1331 0.108
H -2.9102 0.9244 -2.9358 0.130
H 3.2629 4.3566 0.7504 0.050
H -1.1215 -1.9384 0.2256 0.090
H 4.4072 1.8254 -2.6715 0.097
```



[2]
A structure of composition C19H27IrN2O7P. Source: the Open Molecules 2025 dataset; level of theory: wB97M-V/def2-TZVPD.

Values from the calculation:
Multiplicity   2
Total energy   -49540.805 eV
Charge   +4
F_max   2.6 eV/Å
Orbital gap (spin up / spin down)   7.4 / 6.4 eV
<S²>   0.77

```
57
Properties=species:S:1:pos:R:3:lowdin_charge:R:1
Ir 0.1659 -0.6145 -0.2915 1.311
P -0.8884 1.2050 0.4284 0.493
O -1.9332 1.7570 -0.5254 -0.181
O 2.0969 0.0507 -0.1235 -0.038
O -1.6370 0.8010 1.7242 -0.223
O -2.2818 -2.9989 1.9484 0.278
O 0.2659 2.1362 0.8008 -0.221
O 3.6810 0.6186 1.2376 0.295
O -1.3957 -1.9470 0.1779 -0.029
N 0.5891 -1.0793 1.5244 -0.032
N 0.3049 -1.7062 -2.6140 0.069
C 1.3585 -3.8834 -3.0118 0.032
C 1.3440 -2.5380 -3.1719 -0.244
C -0.0924 -2.0365 3.5865 0.120
C -0.2193 4.5605 1.1630 -0.042
C -1.0995 3.4174 -2.1959 -0.047
C -3.1245 0.6696 1.9059 -0.174
C 3.3008 -2.7207 -4.7236 0.032
C 1.0441 -1.5045 4.1910 0.087
C -0.2864 -1.7921 2.2400 -0.129
C -1.3973 -2.2663 1.3820 -0.411
C -3.7045 1.9615 2.4082 -0.034
C -1.9327 2.1895 -1.9727 -0.144
C 2.2995 -4.6734 -3.7659 0.128
C 1.7168 -0.6054 2.0810 -0.114
C 2.5473 0.0618 1.0403 -0.388
C 1.9746 -0.8019 3.4232 0.107
C 0.2228 3.2799 1.8054 -0.140
C 2.3614 -1.9304 -3.9818 0.132
C 3.2929 -4.0749 -4.5940 0.049
H -3.6284 2.7524 1.6621 0.089
H -0.5597 -2.2310 -2.5207 0.111
H -0.4199 2.9637 2.6237 0.119
H -1.4634 4.2553 -1.6049 0.093
H -4.7617 1.8078 2.6291 0.113
H -0.1140 5.3554 1.9031 0.115
H -1.6124 1.3340 -2.5666 0.106
H 0.6462 -4.3891 -2.3709 0.137
H -1.1853 3.6927 -3.2481 0.113
H 2.4414 -0.8491 -4.0438 0.145
H -3.2088 2.2879 3.3216 0.099
H -0.0450 3.2583 -1.9622 0.084
H -1.2646 4.5286 0.8575 0.083
H -3.2345 -0.1327 2.6314 0.125
H 1.2447 3.3329 2.1654 0.129
H 2.8804 -0.4287 3.8874 0.156
H -0.8090 -2.6285 4.1435 0.165
H 0.1476 -0.8970 -3.2093 0.112
H -3.5597 0.3551 0.9585 0.124
H 4.0640 0.5629 2.1308 0.184
H 4.0201 -4.6910 -5.1079 0.155
H 1.2147 -1.6481 5.2514 0.159
H -2.9927 -3.3179 1.3550 0.206
H 0.3987 4.8129 0.3030 0.097
H 3.9991 -2.2204 -5.3825 0.148
H -2.9845 2.3524 -2.1801 0.141
H 2.2132 -5.7540 -3.7223 0.153
```



[3]
A structure of composition C19H27N3O2PbSSe2Te2. Source: the Open Molecules 2025 dataset; level of theory: wB97M-V/def2-TZVPD.

Values from the calculation:
Total energy   -190067.855 eV
F_max   0.5 eV/Å
Orbital gap   5.0 eV

```
57
Properties=species:S:1:pos:R:3:lowdin_charge:R:1
Pb 0.2324 0.9809 1.5726 1.256
Te -0.9942 7.0550 2.5467 0.187
Te -1.1910 6.1530 5.0398 0.247
Se -0.0467 4.1077 4.9416 -0.076
Se 0.3327 5.3577 1.5715 -0.257
S -1.9556 0.5440 3.9877 0.685
O -0.4927 2.3233 -1.0310 -0.289
O -1.0035 1.3735 4.7485 -0.702
N -1.7004 0.2249 2.5655 -0.570
N 0.2751 -1.0732 0.3415 -0.059
N 1.3682 -0.6123 2.8573 -0.125
C 0.8714 -2.0330 0.9769 -0.094
C -0.0912 -1.2434 -1.0257 -0.187
C -1.8206 2.2355 -1.5327 -0.270
C 2.4455 -2.0349 4.2368 -0.089
C 1.4232 -1.8530 2.2620 -0.350
C -1.7834 -1.4642 -2.7083 -0.049
C -0.8158 -1.4009 -3.6979 -0.075
C -1.4435 -1.3812 -1.3636 -0.184
C 0.9017 -1.1843 -2.0105 -0.185
C 0.4533 2.3912 -2.0888 -0.272
C 1.9810 -0.7291 4.0411 -0.160
C 2.0898 -2.7542 3.0996 -0.045
C -2.7931 2.2647 -0.3751 -0.061
C 2.3677 -1.0432 -1.6814 -0.209
C -2.6843 -2.9361 0.1683 -0.074
C 1.8461 2.5358 -1.5189 -0.071
C 3.1169 -2.3738 -1.7701 -0.078
C -2.5076 -1.4917 -0.3048 -0.209
C 0.5150 -1.2651 -3.3449 -0.053
H 2.6809 -3.1161 -1.1014 0.065
H 2.1305 1.6572 -0.9394 0.036
H -1.9300 1.3106 -2.1127 0.109
H -2.9395 -3.5939 -0.6640 0.076
H 0.9655 -3.0114 0.5043 0.143
H -2.8279 -1.5746 -2.9759 0.116
H 2.8116 -0.3351 -2.3854 0.111
H 2.4965 -0.6237 -0.6829 0.094
H -1.7652 -3.3098 0.6219 0.066
H -2.6111 1.4435 0.3199 0.031
H 1.9096 3.4103 -0.8732 0.067
H 0.3767 1.4838 -2.7014 0.109
H -3.8157 2.1679 -0.7402 0.084
H -2.2614 -0.8756 0.5570 0.044
H -1.9999 3.0806 -2.2105 0.123
H -1.1001 -1.4457 -4.7411 0.103
H -3.4749 -3.0045 0.9158 0.075
H 2.0633 0.1143 4.7094 0.108
H 2.2926 -3.7907 2.8840 0.102
H 2.5687 2.6511 -2.3268 0.084
H 0.2093 3.2504 -2.7271 0.124
H 1.2774 -1.2148 -4.1138 0.117
H -2.7082 3.2007 0.1734 0.078
H 3.0702 -2.7779 -2.7816 0.075
H -3.4503 -1.1223 -0.7164 0.114
H 4.1653 -2.2503 -1.4994 0.075
H 2.9702 -2.3978 5.1042 0.089
```



[4]
An isolated molecule of C19H27N3O3. Source: the Open Molecules 2025 dataset; level of theory: wB97M-V/def2-TZVPD.

Values from the calculation:
SMILES string   CCN(CC)CCCNC(=O)Cc1c(C(=O)O)n(C)c2ccccc12
Total energy   -30755.615 eV
F_max   1.0 eV/Å
Orbital gap   8.2 eV

```
52
Properties=species:S:1:pos:R:3:lowdin_charge:R:1
O 2.7178 2.0806 0.1835 0.077
O 3.0222 0.0339 -0.6194 0.101
O -0.3530 -3.4577 -1.5503 0.050
N 0.4149 -0.4572 2.4688 -0.206
N 0.0547 2.1128 -1.0004 -0.030
N 0.2501 -2.2435 0.2539 0.081
C -1.1882 -2.3582 2.2354 -0.157
C 0.8613 -1.4062 -1.9207 -0.032
C 0.2734 3.4485 -0.5145 -0.010
C -0.3477 -1.4837 3.1751 -0.194
C -3.3280 1.7547 -2.4049 -0.082
C -0.1935 0.8638 2.5161 -0.240
C 2.2679 1.1382 -0.4386 -0.461
C -2.2905 2.4232 -1.7984 -0.012
C 0.3360 -0.0449 -1.6379 -0.095
C -0.9748 0.3672 -1.9883 -0.118
C -3.2114 0.4135 -2.7977 -0.085
C 0.1740 -2.4773 -1.0656 -0.493
C -1.5379 0.9194 1.7996 -0.065
C 0.9427 1.0462 -1.0215 -0.076
C 1.8262 -0.4342 2.8251 -0.249
C -2.0489 -0.2891 -2.5990 0.000
C -0.3282 -3.1287 1.2368 -0.168
C 2.1545 -0.0372 4.2687 -0.073
C -1.1059 1.7186 -1.5849 -0.191
H 1.2659 3.5225 -0.0803 0.077
H 3.2254 -0.1227 4.4337 0.073
H -1.7438 -3.0725 2.8462 0.113
H -4.2595 2.2713 -2.5834 0.102
H -1.8544 1.9554 1.7020 0.073
H -4.0577 -0.0674 -3.2647 0.100
H 0.4708 -3.6614 1.7685 0.122
H 0.3461 -2.1432 3.7036 0.116
H 2.3214 0.2711 2.1529 0.095
H 0.4999 1.5524 2.0261 0.108
H 3.8901 0.1776 -0.2105 0.139
H -2.3921 3.4545 -1.4973 0.106
H -0.4705 3.6944 0.2465 0.092
H -1.0065 -1.0308 3.9291 0.122
H 2.2299 -1.4313 2.6241 0.118
H -2.3039 0.3890 2.3590 0.071
H 1.8609 0.9911 4.4625 0.068
H 0.6136 -1.3731 0.6243 0.107
H 1.9322 -1.4613 -1.7374 0.111
H 0.1851 4.1646 -1.3352 0.101
H 1.6444 -0.6847 4.9784 0.068
H -0.3364 1.2098 3.5543 0.117
H 0.6670 -1.6610 -2.9646 0.133
H -1.9583 -1.3236 -2.8916 0.116
H -1.9050 -1.7527 1.6839 0.101
H -1.4633 0.4848 0.8069 0.065
H -0.9282 -3.8630 0.6927 0.119
```